Record 1
# C3H4N2S

2 unconnected molecules or ions with the total composition C3H4N2S (ωB97M-V/def2-TZVPD, OMol25).

**SMILES**: C=C=N.N=C=S
**HOMO**: -0.3214 hartree
**Kohn-Sham gap**: 9.4757 eV

Geometry (Å):
1 C -2.195 -0.070 -0.066
2 C -1.107 0.762 -0.031
3 N -0.055 1.314 -0.366
4 H -1.921 -0.997 0.489
5 H -3.138 0.004 -0.544
6 H 0.470 2.060 0.082
7 N 1.483 -1.243 0.304
8 C 2.298 -0.479 -0.079
9 S 3.263 0.706 -0.193
10 H 0.902 -2.056 0.403

Results of the Mulliken charge analysis, in e, for atoms 1 through 6: number 1, C, carries -0.755; number 2, C, carries 0.438; number 3, N, carries -0.405; number 4, H, carries 0.142; number 5, H, carries 0.297; number 6, H, carries 0.277

---

Record 2
# C23H29As2BCoF5O5

A molecular structure, C23H29As2BCoF5O5 (ωB97M-V/def2-TZVPD, OMol25).

**HOMO (alpha / beta)**: -0.3003 / -0.3009 hartree
**Kohn-Sham gap (alpha / beta)**: 8.1623 / 8.0361 eV

Geometry (Å):
1 Co -0.510 0.673 1.326
2 C -3.912 -0.339 1.156
3 As -2.178 -0.946 0.486
4 C -2.031 -2.636 1.433
5 C -2.623 -1.568 -1.320
6 C -3.961 -1.656 -1.699
7 C -4.324 -2.205 -2.920
8 C -3.342 -2.672 -3.777
9 C -2.009 -2.567 -3.413
10 C -1.629 -2.009 -2.196
11 As 0.271 -1.750 -1.741
12 C 1.082 -3.139 -2.886
13 C 0.463 -0.276 -3.019
14 H -4.644 -1.140 1.106
15 H -4.262 0.526 0.597
16 H -3.773 -0.067 2.198
17 H -2.896 -3.260 1.216
18 H -1.980 -2.423 2.500
19 H -1.113 -3.126 1.122
20 H -4.747 -1.305 -1.053
21 H -5.370 -2.269 -3.191
22 H -3.609 -3.109 -4.732
23 H -1.254 -2.911 -4.106
24 H 0.733 -4.126 -2.584
25 H 2.160 -3.100 -2.733
26 H 0.881 -2.989 -3.946
27 H -0.005 -0.540 -3.967
28 H 1.522 -0.081 -3.171
29 H 0.006 0.618 -2.603
30 F 5.626 2.597 2.046
31 C 4.462 2.180 1.538
32 C 4.425 1.518 0.320
33 F 5.559 1.298 -0.341
34 C 3.226 1.066 -0.202
35 F 3.251 0.387 -1.349
36 C 2.009 1.278 0.463
37 O 0.845 0.844 0.036
38 C 2.094 1.934 1.692
39 F 0.936 2.054 2.380
40 C 3.282 2.378 2.235
41 F 3.299 2.980 3.424
42 C 1.328 -1.901 4.920
43 C 2.130 -1.303 3.775
44 C 3.471 -0.788 4.265
45 O 1.366 -0.173 3.283
46 B 0.663 -0.603 2.197
47 O 0.997 -1.868 1.802
48 C 2.206 -2.222 2.527
49 C 3.371 -1.885 1.605
50 C 2.161 -3.706 2.824
51 H 1.179 -1.135 5.680
52 H 1.849 -2.747 5.372
53 H 0.348 -2.237 4.575
54 H 3.315 -0.132 5.121
55 H 3.986 -0.224 3.489
56 H 4.111 -1.616 4.580
57 H 3.390 -0.817 1.369
58 H 3.247 -2.436 0.673
59 H 4.328 -2.160 2.052
60 H 1.254 -3.979 3.362
61 H 3.027 -4.003 3.420
62 H 2.189 -4.262 1.887
63 O -1.601 0.796 2.922
64 C -2.109 1.908 2.549
65 O -1.848 2.385 1.425
66 H -2.789 2.418 3.245

Results of the Mulliken charge analysis, in e, for atoms 1 through 6: number 1, Co, carries 0.384; number 2, C, carries -1.605; number 3, As, carries 0.954; number 4, C, carries -1.120; number 5, C, carries 0.097; number 6, C, carries -0.687

---

Record 3
# C3H3FO

2 unconnected molecules or ions with the total composition C3H3FO (ωB97M-V/def2-TZVPD, OMol25).

**HOMO (alpha / beta)**: -0.3361 / -0.3343 hartree
**Kohn-Sham gap (alpha / beta)**: 8.5749 / 9.2285 eV

Geometry (Å):
1 C -1.152 -0.435 0.245
2 C 2.376 0.029 0.054
3 C -0.868 0.430 -0.737
4 O 1.487 0.063 -0.726
5 F -1.507 1.373 -1.461
6 H -2.102 -0.543 0.774
7 H -0.279 -0.906 0.740
8 H 2.045 -0.011 1.111

Results of the Mulliken charge analysis, in e, for atoms 1 through 6: number 1, C, carries -0.487; number 2, C, carries 0.014; number 3, C, carries 0.282; number 4, O, carries -0.243; number 5, F, carries -0.191; number 6, H, carries 0.292

---

Respective largest force on an atom values: 4.26 0.65 1.85 eV/Å.
Respective ΔE to the lowest compared entry with this formula, charge and spin values: 2.825 0.639 4.809 eV.